# 1
A structure of composition C25H34GaN2OSb2. Source: the Open Molecules 2025 dataset; level of theory: wB97M-V/def2-TZVPD.

ORCA input file:
```
! wB97M-V def2-TZVPD RIJCOSX def2/J DEFGRID3
* xyz 1 1
Ga -0.637 -0.645 -0.533
C 1.612 -0.253 -3.666
Sb 1.754 -0.335 -1.562
C 2.736 -2.167 -1.140
C 3.353 0.997 -1.046
C 3.105 2.444 -1.337
C 3.100 2.885 -2.660
C 2.897 4.217 -2.976
C 2.711 5.135 -1.953
C 2.740 4.712 -0.634
C 2.936 3.372 -0.297
C 2.959 2.968 1.142
Sb 1.096 2.076 1.806
C 1.461 2.461 3.880
C -0.060 3.838 1.420
H 2.561 -0.542 -4.114
H 1.363 0.760 -3.973
H 0.824 -0.941 -3.957
H 3.762 -2.129 -1.502
H 2.205 -2.986 -1.620
H 2.743 -2.317 -0.061
H 4.200 0.600 -1.609
H 3.548 0.806 0.006
H 3.286 2.168 -3.453
H 2.902 4.539 -4.008
H 2.564 6.182 -2.180
H 2.623 5.436 0.163
H 3.126 3.835 1.781
H 3.751 2.250 1.356
H 1.528 3.535 4.046
H 2.395 1.991 4.184
H 0.652 2.053 4.484
H 0.122 4.568 2.208
H -1.117 3.599 1.389
H 0.242 4.261 0.461
C -0.946 -3.044 1.415
N -1.263 -1.671 1.022
C -2.143 -0.977 1.684
C -2.508 0.293 1.183
C -3.383 1.292 1.599
C -3.332 2.296 0.631
C -2.428 1.881 -0.341
N -1.934 0.668 -0.027
C -2.128 -3.988 1.327
C -2.155 -5.107 2.153
C -3.204 -6.009 2.080
C -4.245 -5.796 1.186
C -4.231 -4.676 0.371
C -3.177 -3.774 0.441
H -0.558 -3.050 2.437
H -0.136 -3.384 0.765
H -2.615 -1.386 2.575
H -3.979 1.281 2.497
H -3.888 3.219 0.624
H -2.132 2.391 -1.246
H -1.350 -5.273 2.860
H -3.214 -6.875 2.729
H -5.067 -6.497 1.133
H -5.044 -4.498 -0.321
H -3.187 -2.897 -0.193
C -1.392 -2.796 -2.540
O -0.613 -1.775 -1.953
H -1.391 -3.703 -1.930
H -0.971 -3.035 -3.518
H -2.429 -2.484 -2.687
*
```

Computed properties:
HOMO-LUMO gap = 7.60 eV
LUMO level = -3.2338 eV
total energy = -3562.84652 a.u.

Let us look at the Mulliken charges, expressed in e, one per atom:
1. Ga -0.541
2. C -1.140
3. Sb 0.923
4. C -1.276
5. C -1.264
6. C 0.648
7. C -0.374
8. C -0.828
9. C -0.678
10. C -0.589
11. C 0.503
12. C -1.843
13. Sb 0.488
14. C -1.300
15. C -1.207
16. H 0.403
17. H 0.382
18. H 0.264
19. H 0.441
20. H 0.360
21. H 0.391
22. H 0.644
23. H 0.355
24. H 0.559
25. H 0.422
26. H 0.412
27. H 0.419
28. H 0.594
29. H 0.668
30. H 0.405
31. H 0.378
32. H 0.343
33. H 0.418
34. H 0.282
35. H 0.353
36. C -1.186
37. N 0.362
38. C -0.025
39. C 0.057
40. C -0.921
41. C -0.677
42. C -0.492
43. N 0.698
44. C 0.684
45. C -0.591
46. C -0.577
47. C -0.449
48. C -0.851
49. C 0.098
50. H 0.440
51. H 0.352
52. H 0.521
53. H 0.512
54. H 0.476
55. H 0.510
56. H 0.394
57. H 0.401
58. H 0.397
59. H 0.403
60. H 0.426
61. C -0.848
62. O -0.058
63. H 0.315
64. H 0.315
65. H 0.300

# 2
The molecule C25H34N6O3 at a distorted geometry. Source: the Open Molecules 2025 dataset; level of theory: wB97M-V/def2-TZVPD.

ORCA input file:
```
! wB97M-V def2-TZVPD RIJCOSX def2/J DEFGRID3
* xyz 0 1
C -2.086 -4.377 0.266
C -2.430 -3.031 -0.363
O -1.659 -1.968 0.152
C -0.310 -1.949 -0.107
C 0.312 -2.625 -1.143
C 1.677 -2.516 -1.339
C 2.459 -1.741 -0.498
C 3.946 -1.699 -0.753
C 4.775 -0.772 0.133
N 4.513 0.622 -0.143
C 4.049 1.485 0.776
O 3.897 1.208 1.954
C 3.712 2.856 0.209
C 2.244 2.884 -0.227
C 1.950 1.904 -1.302
N 2.773 1.415 -2.207
N 2.115 0.574 -3.002
C 0.864 0.536 -2.589
C -0.298 -0.128 -3.033
C -1.444 0.067 -2.337
C -1.461 0.907 -1.163
N -2.571 1.099 -0.425
C -3.814 0.379 -0.552
C -4.983 1.366 -0.601
C -4.985 2.233 0.653
C -3.633 2.924 0.793
C -2.512 1.887 0.789
N -0.382 1.568 -0.786
N 0.721 1.371 -1.500
C 1.840 -1.059 0.541
C 0.469 -1.139 0.743
O -0.223 -0.472 1.709
C 0.484 0.224 2.719
C 1.077 -0.710 3.769
H -2.753 -5.145 -0.117
H -2.196 -4.317 1.346
H -1.059 -4.655 0.041
H -3.461 -2.761 -0.115
H -2.346 -3.085 -1.457
H -0.261 -3.243 -1.816
H 2.137 -3.048 -2.159
H 4.097 -1.405 -1.797
H 4.339 -2.714 -0.643
H 5.837 -0.972 -0.056
H 4.580 -0.944 1.194
H 4.422 0.881 -1.120
H 4.352 3.081 -0.644
H 3.865 3.601 0.990
H 1.589 2.658 0.619
H 1.990 3.889 -0.581
H -0.245 -0.755 -3.907
H -2.349 -0.414 -2.666
H -3.926 -0.277 0.322
H -3.820 -0.244 -1.443
H -4.878 2.000 -1.484
H -5.920 0.813 -0.687
H -5.165 1.604 1.528
H -5.786 2.972 0.599
H -3.486 3.613 -0.042
H -3.591 3.499 1.719
H -2.617 1.215 1.649
H -1.536 2.366 0.834
H 2.432 -0.458 1.209
H 1.268 0.858 2.293
H -0.271 0.870 3.177
H 0.291 -1.304 4.229
H 1.578 -0.122 4.532
H 1.801 -1.383 3.317
*
```

Computed properties:
HOMO-LUMO gap = 8.23 eV
LUMO level = 0.4597 eV
total energy = -1527.30547 a.u.
energy relative to the best compared isomer or geometry (same formula, charge and spin) = 0.000 eV

Let us look at the Mulliken charges, expressed in e, one per atom:
1. C -1.359
2. C -0.537
3. O -0.157
4. C 0.113
5. C -0.010
6. C -0.830
7. C 0.578
8. C -1.307
9. C -1.146
10. N -0.084
11. C 0.353
12. O -0.661
13. C -1.011
14. C -0.401
15. C 1.186
16. N -0.513
17. N -1.009
18. C 0.623
19. C -1.160
20. C -0.374
21. C 0.908
22. N 0.492
23. C -0.573
24. C -0.982
25. C -0.663
26. C -0.891
27. C -0.523
28. N -1.303
29. N 0.633
30. C 0.658
31. C -0.515
32. O -0.216
33. C -0.153
34. C -1.387
35. H 0.415
36. H 0.334
37. H 0.323
38. H 0.392
39. H 0.391
40. H 0.476
41. H 0.397
42. H 0.384
43. H 0.512
44. H 0.413
45. H 0.433
46. H 0.426
47. H 0.358
48. H 0.484
49. H 0.084
50. H 0.386
51. H 0.462
52. H 0.392
53. H 0.203
54. H 0.435
55. H 0.331
56. H 0.395
57. H 0.285
58. H 0.381
59. H 0.333
60. H 0.353
61. H 0.287
62. H 0.286
63. H 0.389
64. H -0.059
65. H 0.483
66. H 0.387
67. H 0.432
68. H 0.238

# 3
A cluster of 8 separate species, C25H34O24 in total at a distorted geometry. Source: the Open Molecules 2025 dataset; level of theory: wB97M-V/def2-TZVPD.

ORCA input file:
```
! wB97M-V def2-TZVPD RIJCOSX def2/J DEFGRID3
* xyz 0 1
C -1.939 -12.226 15.968
C -2.571 -11.578 14.757
C -1.723 -11.517 13.485
O -2.619 -11.937 12.454
C -3.740 -12.478 12.994
O -4.647 -12.936 12.376
O -3.730 -12.336 14.337
H -2.551 -12.241 16.865
H -0.908 -11.901 16.100
H -1.885 -13.289 15.697
H -3.043 -10.608 14.937
H -0.844 -12.156 13.508
H -1.549 -10.452 13.342
O -1.152 -12.689 19.340
C -0.420 -11.824 19.726
O -0.813 -10.765 20.456
C 0.168 -9.741 20.323
C 1.426 -10.485 19.838
O 0.853 -11.707 19.367
H -0.142 -8.972 19.610
H 0.294 -9.129 21.216
H 2.239 -10.670 20.534
H 1.763 -9.947 18.952
O 3.649 -11.265 16.082
C 3.134 -12.333 16.217
O 2.575 -13.021 15.174
C 2.111 -14.259 15.664
C 1.871 -13.974 17.143
O 2.796 -12.904 17.373
H 1.177 -14.461 15.137
H 2.795 -15.105 15.550
H 2.131 -14.839 17.751
H 0.832 -13.741 17.379
O 5.280 -7.948 23.387
C 5.388 -9.124 23.246
O 4.357 -9.920 22.954
C 4.803 -11.254 22.735
C 6.332 -11.097 22.737
O 6.564 -9.788 23.246
H 4.576 -11.946 23.547
H 4.408 -11.652 21.805
H 6.710 -11.080 21.715
H 6.763 -11.952 23.252
O -3.535 -16.120 24.389
C -2.768 -15.352 23.903
O -1.455 -15.263 24.251
C -0.794 -14.504 23.260
C -1.916 -13.568 22.757
O -3.056 -14.400 22.994
H 0.046 -13.934 23.654
H -0.437 -15.190 22.489
H -1.746 -13.463 21.688
H -1.913 -12.630 23.304
O -7.629 -14.566 19.986
C -6.638 -14.289 19.379
O -6.401 -14.603 18.098
C -5.182 -13.980 17.671
C -4.622 -13.290 18.941
O -5.632 -13.575 19.901
H -4.454 -14.708 17.322
H -5.498 -13.272 16.906
H -4.407 -12.235 18.799
H -3.733 -13.855 19.222
O -1.573 -8.029 22.615
C -2.665 -7.568 22.701
O -3.149 -6.559 21.957
C -4.564 -6.434 22.101
C -4.907 -7.519 23.142
O -3.667 -8.151 23.415
H -4.748 -5.431 22.481
H -5.082 -6.556 21.152
H -5.663 -8.194 22.761
H -5.173 -6.954 24.035
O 7.876 -12.628 19.593
C 7.290 -11.676 19.213
O 7.623 -10.383 19.546
C 6.841 -9.534 18.722
C 5.644 -10.382 18.398
O 6.185 -11.701 18.454
H 6.666 -8.552 19.166
H 7.370 -9.232 17.808
H 5.275 -10.087 17.420
H 4.823 -10.296 19.113
*
```

Computed properties:
HOMO-LUMO gap = 10.58 eV
LUMO level = -0.2418 eV
total energy = -2778.82566 a.u.
energy relative to the best compared isomer or geometry (same formula, charge and spin) = 0.925 eV

Let us look at the Mulliken charges, expressed in e, one per atom:
1. C -0.968
2. C 0.288
3. C -0.369
4. O -0.354
5. C 0.596
6. O -0.522
7. O -0.293
8. H 0.084
9. H 0.303
10. H 0.329
11. H 0.309
12. H 0.280
13. H 0.305
14. O -0.584
15. C 0.439
16. O -0.208
17. C -0.458
18. C 0.209
19. O -0.214
20. H 0.213
21. H 0.379
22. H -0.020
23. H 0.223
24. O -0.532
25. C 0.658
26. O -0.353
27. C -0.378
28. C 0.122
29. O -0.223
30. H 0.318
31. H 0.226
32. H 0.352
33. H -0.145
34. O -0.530
35. C 0.610
36. O -0.298
37. C -0.271
38. C 0.167
39. O -0.364
40. H 0.280
41. H 0.218
42. H -0.186
43. H 0.344
44. O -0.516
45. C 0.591
46. O -0.360
47. C -0.414
48. C 0.452
49. O -0.306
50. H 0.328
51. H 0.300
52. H -0.350
53. H 0.278
54. O -0.544
55. C 0.552
56. O -0.358
57. C -0.125
58. C 0.025
59. O -0.388
60. H 0.245
61. H 0.224
62. H 0.263
63. H 0.097
64. O -0.523
65. C 0.678
66. O -0.343
67. C -0.263
68. C -0.249
69. O -0.326
70. H 0.234
71. H 0.246
72. H 0.284
73. H 0.259
74. O -0.533
75. C 0.595
76. O -0.373
77. C -0.481
78. C 0.212
79. O -0.273
80. H 0.364
81. H 0.298
82. H 0.276
83. H -0.056

Question: Which formula does entry 2 have?
Answer: C25H34N6O3

Question: Among the records above, which one has the highest LUMO level?
Answer: C25H34N6O3

Question: Among the records above, which one has the highest total energy?
Answer: C25H34N6O3